1.
{"formula": "C20H36N4O3PbS2Si", "method": "the ωB97M-V functional and the def2-TZVPD basis", "elements": ["Pb", "S", "S", "Si", "O", "O", "O", "N", "N", "N", "N", "C", "C", "C", "C", "C", "C", "C", "C", "C", "C", "C", "C", "C", "C", "C", "C", "C", "C", "C", "C", "H", "H", "H", "H", "H", "H", "H", "H", "H", "H", "H", "H", "H", "H", "H", "H", "H", "H", "H", "H", "H", "H", "H", "H", "H", "H", "H", "H", "H", "H", "H", "H", "H", "H", "H", "H"], "coordinates": [[-12.15542, -9.43490, 2.69754], [-14.54495, -10.43033, 3.25458], [-13.07702, -6.90840, 1.88046], [-15.67702, -10.21671, 5.04269], [-15.23704, -8.88651, 5.91428], [-17.27072, -10.02907, 4.58114], [-15.47392, -11.56492, 6.00761], [-11.64630, -11.62507, 1.44063], [-12.67726, -5.91848, -0.52762], [-12.39992, -9.25955, 0.23055], [-12.61651, -8.15296, -0.52505], [-15.76130, -7.53961, 6.22560], [-15.21641, -6.65234, 5.08021], [-10.67863, -13.82560, 1.36489], [-10.62066, -13.73596, -0.06784], [-16.53745, -11.19397, 8.10201], [-12.78277, -7.03896, 0.19167], [-15.25645, -11.74540, 7.47931], [-17.28475, -7.58571, 6.34850], [-18.18628, -10.16278, 2.44189], [-19.50459, -10.74696, 4.47804], [-18.15722, -10.88576, 3.76370], [-17.63698, -12.31132, 3.70330], [-11.63288, -11.54301, 0.09242], [-13.95752, -11.00469, 7.82879], [-11.17389, -12.72630, 2.03622], [-12.30966, -10.25763, -2.03512], [-12.14500, -10.34033, -0.52769], [-15.03312, -7.24251, 7.52119], [-15.01813, -13.23812, 7.68097], [-11.07738, -12.59062, -0.69376], [-17.13623, -10.07227, 2.10373], [-16.61758, -12.34337, 3.25521], [-15.36149, -6.29216, 7.97333], [-17.58994, -8.40098, 6.99576], [-13.98762, -9.99894, 7.38902], [-14.12092, -6.72518, 5.06993], [-12.68969, -11.20315, -2.41751], [-12.90644, -9.40734, -2.39390], [-12.65260, -5.92243, -1.55108], [-17.39524, -11.80344, 7.71513], [-14.16034, -13.55104, 7.06059], [-13.10934, -11.50738, 7.33184], [-14.77151, -13.46159, 8.72257], [-11.20777, -12.72486, 3.13517], [-17.58829, -6.62222, 6.74848], [-12.73072, -5.02523, -0.06259], [-18.30238, -12.90180, 3.08863], [-20.30315, -11.36006, 4.02779], [-13.77337, -10.92132, 8.92627], [-10.16099, -14.53661, -0.66909], [-11.01142, -12.43387, -1.77503], [-18.80037, -10.76948, 1.75022], [-19.72258, -9.68588, 4.42989], [-18.62042, -9.18158, 2.57716], [-13.92916, -7.19767, 7.35280], [-10.41869, -14.74234, 1.86711], [-17.73678, -7.72266, 5.34293], [-15.45788, -5.59847, 5.23338], [-16.48484, -11.27161, 9.19310], [-19.38620, -11.08687, 5.53411], [-15.19113, -8.02568, 8.26480], [-15.91487, -13.82409, 7.39797], [-11.30698, -10.20801, -2.52777], [-16.62750, -10.14293, 7.83326], [-15.56799, -6.98253, 4.09107], [-17.58911, -12.72125, 4.71308]], "homo_energy_ha": [-0.535, -0.506], "energy_ha": -2506.666763, "orbital_gap_ev": [3.90, 2.93], "charge": 2}


2.
{"formula": "C4H10S", "method": "the ωB97M-V functional and the def2-TZVPD basis", "elements": ["S", "C", "C", "C", "C", "H", "H", "H", "H", "H", "H", "H", "H", "H", "H"], "coordinates": [[1.37068, 0.16839, 0.24446], [-1.43402, -1.04199, 1.06956], [2.02225, 0.60333, -1.40094], [-1.64040, -0.81529, -0.28619], [-1.75636, 0.63302, 0.37779], [2.96920, 1.11302, -1.31625], [1.33693, 1.27493, -1.93854], [-0.74270, -0.88832, -0.88096], [-2.54076, -1.16366, -0.76999], [-2.27603, -1.15837, 1.74620], [-0.42400, -1.15698, 1.45448], [-2.71765, 0.80470, 0.86313], [-0.86396, 0.98406, 0.94474], [2.19660, -0.28400, -2.00749], [-1.68773, 1.28514, -0.49442]], "homo_energy_ha": -0.231, "energy_ha": -556.411984, "orbital_gap_ev": 5.23, "e_above_lowest_kcal_mol": 106.7}


3.
{"formula": "C5H6N4", "method": "the ωB97M-V functional and the def2-TZVPD basis", "elements": ["N", "N", "N", "N", "C", "C", "C", "C", "C", "H", "H", "H", "H", "H", "H"], "coordinates": [[-0.58522, -1.99154, 0.17198], [-1.72572, -1.35160, 0.29837], [-2.56843, 0.89603, -0.00217], [-0.33332, 0.09649, -0.23927], [0.31534, -1.16266, 0.00221], [1.86343, 0.29120, 0.13021], [-1.63501, -0.00952, 0.04243], [1.81674, -1.01024, -0.03174], [0.68181, 1.25977, 0.26392], [-2.45913, -1.85923, -0.58444], [-2.12363, 1.90938, -0.44112], [0.58895, 1.66467, 1.36770], [2.62399, -1.68017, -0.28785], [2.74682, 0.74918, -0.40849], [0.79336, 2.19825, -0.28173]], "homo_energy_ha": -0.303, "energy_ha": -412.975652, "orbital_gap_ev": 8.86, "e_above_lowest_kcal_mol": 92.9, "smiles": "[H]/N=c1/[nH]nc2n1CC=C2"}


4.
{"formula": "C3H5IN2Si", "method": "the ωB97M-V functional and the def2-TZVPD basis", "elements": ["I", "Si", "N", "N", "C", "C", "C", "H", "H", "H", "H", "H"], "coordinates": [[0.93779, 3.31424, -0.44513], [0.48884, 1.57772, 1.26053], [0.74276, -1.20157, 0.53526], [-0.74128, -0.08764, -0.77809], [0.18879, -0.03370, 0.27527], [-0.65429, -1.38536, -1.23202], [0.19747, -2.06058, -0.35985], [-0.77349, 2.24958, 1.86260], [0.55440, -3.11157, -0.35862], [1.46377, 1.84014, 2.26280], [-1.10055, 0.84781, -1.05245], [-1.30422, -1.94908, -1.97032]], "homo_energy_ha": -0.334, "energy_ha": -814.019482, "orbital_gap_ev": 9.48, "e_above_lowest_kcal_mol": 0.0, "smiles": "I[SiH2]c1ncc[nH]1"}


5.
{"formula": "C4H5NS3", "method": "the ωB97M-V functional and the def2-TZVPD basis", "elements": ["S", "S", "S", "N", "C", "C", "C", "C", "H", "H", "H", "H", "H"], "coordinates": [[-2.30342, 0.17051, 2.29182], [1.77747, -0.77086, 0.16170], [0.00529, -0.14085, -2.12420], [-0.92444, -0.56250, 1.52414], [0.90345, 1.20090, -1.41490], [0.14913, -1.11895, -0.64256], [-0.93748, -0.57184, 0.27298], [1.76428, 0.86656, -0.47729], [-1.86089, -0.23126, -0.27632], [0.11368, -2.19559, -0.87892], [-1.93376, -0.38081, 3.45113], [2.51508, 1.55059, -0.02315], [0.73161, 2.18409, -1.86442]], "homo_energy_ha": -0.300, "energy_ha": -1404.670538, "orbital_gap_ev": 8.83, "e_above_lowest_kcal_mol": 39.2, "smiles": "S/N=C/C1SC=CS1"}


6.
{"formula": "C5H11FN2", "method": "the ωB97M-V functional and the def2-TZVPD basis", "elements": ["F", "N", "N", "C", "C", "C", "C", "C", "H", "H", "H", "H", "H", "H", "H", "H", "H", "H", "H"], "coordinates": [[-0.72288, -2.95254, -1.17675], [0.43525, 0.96123, 0.64511], [1.26429, 1.36722, -0.36901], [1.18686, 0.21582, 1.61906], [-1.13881, -0.62261, -0.60462], [-0.94291, 0.58516, 0.33705], [-0.44540, -1.97631, -0.22420], [0.91178, 1.91883, -1.43965], [1.68116, 2.32698, -2.22231], [0.53541, 0.20353, 2.57488], [-2.14244, -0.90939, -0.84056], [-0.11755, 1.77713, -1.66171], [-1.65140, 1.36352, 0.08712], [1.35147, -0.85360, 1.30524], [-1.33901, 0.17597, 1.24835], [-0.74361, -0.22627, -1.57642], [0.66565, -1.88033, -0.05011], [2.12260, 0.89734, 1.59987], [-0.91047, -2.37167, 0.74865]], "homo_energy_ha": -0.318, "energy_ha": -406.378483, "orbital_gap_ev": 9.65, "e_above_lowest_kcal_mol": 65.8, "smiles": "C=NN(C)CCCF"}


7.
{"formula": "C4H8Si2", "method": "the ωB97M-V functional and the def2-TZVPD basis", "elements": ["Si", "Si", "C", "C", "C", "C", "H", "H", "H", "H", "H", "H", "H", "H"], "coordinates": [[0.08434, 0.48984, 1.46290], [-0.41551, -0.51994, -1.43630], [-1.24800, -1.48239, -0.02468], [1.48260, 1.61430, -0.73600], [0.54229, 0.77332, -0.38401], [-1.00771, -1.04562, 1.19748], [-0.52671, 1.72184, 1.75545], [1.34574, 0.31646, 2.22177], [-1.83609, -2.29654, -0.24781], [-1.41244, 0.16553, -2.21052], [2.05689, 2.21865, 0.04363], [0.23162, -1.74871, -1.90783], [1.80234, 1.62547, -1.80085], [-1.09936, -1.83222, 2.06677]], "homo_energy_ha": -0.348, "energy_ha": -736.097826, "orbital_gap_ev": 10.38, "e_above_lowest_kcal_mol": 4.0, "smiles": "C=C1[SiH2]C=C[SiH2]1"}


8.
{"formula": "C3H4N2O", "method": "the ωB97M-V functional and the def2-TZVPD basis", "elements": ["O", "N", "N", "C", "C", "C", "H", "H", "H", "H"], "coordinates": [[0.81254, -1.18976, 0.27788], [2.15135, -0.78692, 0.23716], [2.18271, 0.44332, -0.01351], [0.90674, 0.93084, -0.15117], [-1.42039, -0.28045, 0.00405], [0.05947, -0.11330, 0.03537], [-1.77357, -0.40863, -1.02455], [-1.91385, 0.59853, 0.42744], [-1.71349, -1.16214, 0.57905], [0.70849, 1.96851, -0.37171]], "homo_energy_ha": -0.371, "energy_ha": -301.408024, "orbital_gap_ev": 10.94, "e_above_lowest_kcal_mol": 49.7, "smiles": "Cc1cnno1"}


9.
{"formula": "C5H13NO", "method": "the ωB97M-V functional and the def2-TZVPD basis", "elements": ["O", "N", "C", "C", "C", "C", "C", "H", "H", "H", "H", "H", "H", "H", "H", "H", "H", "H", "H", "H"], "coordinates": [[3.08731, -0.08191, -2.12611], [0.22974, -1.08780, 0.61383], [-2.24748, 0.52480, 0.05481], [-3.33903, 1.24011, -0.39449], [-1.00134, 1.07073, 0.73669], [1.56586, -1.80368, 0.58065], [0.30553, 0.28884, 0.88799], [2.26201, -1.78702, -0.25254], [-2.01718, -0.41966, -0.51816], [-4.39100, 0.87281, -0.36206], [3.22564, 0.22491, -3.06150], [3.07188, 0.72427, -1.63907], [1.27054, -2.81847, 0.98207], [2.18862, -1.44427, 1.38807], [-0.66800, 2.12598, 0.62222], [1.07155, 0.89114, 0.20541], [-3.29915, 2.16023, -0.92042], [0.79502, 0.41393, 1.86679], [-0.21116, -1.53141, 1.45291], [-1.30662, 0.93258, 1.75456]], "homo_energy_ha": [0.025, -0.054], "energy_ha": -328.111674, "orbital_gap_ev": [2.42, 4.45], "spin_multiplicity": 2, "e_above_lowest_kcal_mol": 101.2, "charge": -1}


10.
{"formula": "C3H8N2S", "method": "the ωB97M-V functional and the def2-TZVPD basis", "elements": ["S", "N", "N", "C", "C", "C", "H", "H", "H", "H", "H", "H", "H", "H"], "coordinates": [[-1.10265, 1.06111, 1.91222], [0.95475, -1.70049, 0.11197], [-0.01666, -0.22889, 1.68155], [0.73708, 0.46133, -0.67810], [0.53858, -0.55542, 0.43971], [-0.42489, 0.51441, -1.71349], [-0.71984, -0.48087, -2.01737], [0.37045, -0.70766, 2.47569], [0.88711, -2.29881, 0.91837], [0.85102, 1.43580, -0.23672], [-0.18831, 1.10646, -2.61457], [1.61480, 0.05629, -1.18555], [-1.32896, 1.02736, -1.29236], [-2.17248, 0.30937, 2.19865]], "homo_energy_ha": -0.336, "energy_ha": -626.771406, "orbital_gap_ev": 9.81, "e_above_lowest_kcal_mol": 32.6, "smiles": "[H]/N=C(/CC)NS"}